An isolated molecule of C5H7NO in a non-equilibrium geometry, computed with wB97M-V/def2-TZVPD.

Geometry as XYZ:
```
14
C5H7NO, DFT wB97M-V/def2-TZVPD
N 1.908 -1.807 0.758
C 0.826 -1.395 0.692
O 1.339 0.478 -1.117
C 0.552 1.305 -0.278
C -0.677 0.574 0.244
C -1.249 -0.552 -0.547
C -0.507 -0.849 0.733
H 1.950 -0.105 -0.605
H 0.219 2.168 -0.869
H 1.144 1.691 0.561
H -1.362 1.184 0.828
H -0.745 -0.804 -1.472
H -2.320 -0.720 -0.528
H -1.078 -1.168 1.599
```

Lowest unoccupied orbital energy in eV: 0.85
Relative energy (zero: lowest compared OMol25 entry of this formula, charge and spin) in eV: 1.482
Largest force on an atom in eV Å⁻¹: 1.3
Net charge: 0
SMILES string: N#C[C@@H]1C[C@@H]1CO
E_HOMO in eV: -10.51